Entry 1:
{"formula": "C5H8O", "method": "ωB97M-V with the def2-TZVPD basis set", "symbols": ["C", "C", "C", "C", "C", "O", "H", "H", "H", "H", "H", "H", "H", "H"], "xyz": [[-1.813, -0.075, 0.357], [-0.336, 0.102, 0.199], [0.303, 0.940, -0.868], [0.729, -0.495, -0.676], [1.572, -0.482, 0.593], [0.472, 0.041, 1.374], [-2.091, -1.086, 0.667], [-2.171, 0.630, 1.116], [-2.321, 0.162, -0.581], [1.008, 1.730, -0.612], [-0.329, 1.153, -1.726], [0.677, -1.281, -1.422], [2.400, 0.235, 0.572], [1.917, -1.450, 0.970]], "lowdin_charge": [0.002, -0.481, -0.038, -0.145, -0.132, -0.053, 0.083, 0.089, 0.083, 0.113, 0.109, 0.133, 0.116, 0.120], "mol_weight_da": 84.1, "relative_energy_kj_mol": 214.8, "orbital_gap_ev": 10.2, "homo_ev": -9.06}


Entry 2:
{"formula": "C7H31N14O8", "method": "ωB97M-V with the def2-TZVPD basis set", "symbols": ["O", "H", "H", "H", "C", "O", "N", "N", "H", "H", "H", "H", "C", "O", "N", "N", "H", "H", "H", "H", "C", "O", "N", "N", "H", "H", "H", "H", "C", "O", "N", "N", "H", "H", "H", "H", "C", "O", "N", "N", "H", "H", "H", "H", "C", "O", "N", "N", "H", "H", "H", "H", "C", "O", "N", "N", "H", "H", "H", "H"], "xyz": [[-15.588, -17.452, -9.582], [-15.606, -18.297, -9.127], [-15.532, -17.728, -10.500], [-16.303, -16.902, -9.253], [-20.865, -15.898, -8.163], [-19.744, -16.002, -8.500], [-21.409, -17.004, -7.756], [-21.608, -14.773, -8.020], [-22.325, -16.875, -7.349], [-20.890, -17.866, -7.667], [-22.579, -14.903, -7.773], [-21.092, -13.929, -8.224], [-16.987, -20.145, -5.106], [-16.932, -19.735, -6.185], [-16.529, -21.297, -4.804], [-17.479, -19.572, -4.082], [-15.839, -21.685, -5.431], [-16.893, -21.744, -3.975], [-17.741, -18.596, -4.093], [-17.553, -19.975, -3.159], [-13.708, -13.426, -11.230], [-14.913, -13.570, -11.278], [-12.951, -13.110, -12.242], [-13.071, -13.801, -10.179], [-13.506, -12.740, -13.001], [-12.003, -12.770, -12.176], [-12.094, -13.646, -9.972], [-13.591, -14.086, -9.361], [-15.354, -18.076, -14.888], [-14.833, -18.311, -13.836], [-15.932, -17.009, -15.251], [-15.434, -18.933, -15.817], [-15.987, -16.205, -14.641], [-16.056, -16.900, -16.247], [-15.992, -18.737, -16.636], [-15.028, -19.818, -15.551], [-18.767, -21.254, -12.334], [-18.258, -20.625, -11.444], [-19.357, -20.787, -13.443], [-18.884, -22.546, -12.323], [-19.389, -19.777, -13.448], [-19.988, -21.494, -13.793], [-19.108, -22.970, -13.212], [-18.291, -23.027, -11.661], [-20.437, -13.709, -13.351], [-21.522, -14.207, -13.087], [-20.003, -12.674, -14.079], [-19.429, -14.198, -12.755], [-20.631, -12.101, -14.625], [-19.022, -12.541, -14.277], [-19.609, -14.777, -11.947], [-18.503, -13.801, -12.828], [-12.705, -21.772, -10.092], [-12.816, -20.852, -9.404], [-13.662, -22.621, -10.371], [-11.533, -22.122, -10.548], [-13.573, -22.986, -11.309], [-14.566, -22.254, -10.108], [-10.778, -21.473, -10.376], [-11.214, -22.934, -11.057]], "lowdin_charge": [0.396, 0.186, 0.190, 0.194, -0.803, 0.033, 0.156, 0.169, 0.104, 0.125, 0.106, 0.115, -0.908, 0.081, 0.167, 0.176, 0.129, 0.118, 0.125, 0.119, -0.814, 0.010, 0.173, 0.163, 0.119, 0.118, 0.118, 0.118, -0.879, 0.038, 0.176, 0.170, 0.127, 0.120, 0.123, 0.133, -0.791, 0.032, 0.153, 0.152, 0.118, 0.106, 0.111, 0.122, -0.770, 0.033, 0.154, 0.138, 0.113, 0.102, 0.122, 0.108, -0.863, 0.085, 0.166, 0.164, 0.109, 0.111, 0.118, 0.115], "total_charge": 1, "mol_weight_da": 439.4, "relative_energy_kj_mol": 810.2, "orbital_gap_ev": 8.2, "homo_ev": -11.28}


Entry 3:
{"formula": "CH9N2O", "method": "ωB97M-V with the def2-TZVPD basis set", "symbols": ["O", "H", "H", "H", "N", "C", "N", "H", "H", "H", "H", "H", "H"], "xyz": [[-0.985, -2.341, 0.256], [-0.134, -2.754, 0.518], [-1.014, 1.424, 1.287], [-1.543, -3.054, -0.065], [-0.771, 0.957, 0.417], [0.552, 1.452, -0.118], [1.366, 0.344, -0.592], [-1.494, 0.877, -0.289], [-0.359, 0.039, 0.691], [1.022, 1.969, 0.709], [0.384, 2.019, -1.042], [1.097, -0.176, -1.413], [2.277, 0.786, -0.638]], "lowdin_charge": [-0.076, 0.064, 0.170, 0.046, 0.211, -0.216, 0.023, 0.170, 0.141, 0.140, 0.136, 0.094, 0.097], "total_charge": 1, "mol_weight_da": 65.1, "relative_energy_kj_mol": 95.4, "orbital_gap_ev": 11.0, "homo_ev": -14.57}


Entry 4:
{"formula": "C4H22O7", "method": "ωB97M-V with the def2-TZVPD basis set", "symbols": ["C", "O", "H", "H", "H", "H", "C", "O", "H", "H", "H", "H", "C", "O", "H", "H", "H", "H", "C", "O", "H", "H", "H", "H", "O", "H", "H", "O", "H", "H", "O", "H", "H"], "xyz": [[-7.615, -17.949, -16.099], [-6.756, -17.879, -14.913], [-8.286, -17.091, -16.056], [-6.926, -17.722, -16.912], [-7.996, -18.954, -16.280], [-7.314, -18.098, -14.163], [0.916, -11.944, -9.850], [0.788, -13.327, -10.079], [1.566, -11.627, -10.665], [-0.032, -11.435, -10.027], [1.328, -11.632, -8.891], [0.100, -13.454, -10.736], [-7.945, -13.954, -10.242], [-9.151, -14.809, -10.208], [-8.072, -13.079, -10.878], [-7.768, -13.550, -9.246], [-6.991, -14.398, -10.529], [-9.678, -14.475, -9.479], [0.215, -21.970, -13.481], [-0.083, -20.888, -12.542], [0.934, -21.819, -14.287], [0.555, -22.809, -12.874], [-0.666, -22.355, -13.994], [0.240, -21.171, -11.683], [-2.024, -16.417, -13.580], [-1.512, -17.131, -13.200], [-2.931, -16.718, -13.528], [-1.845, -15.459, -18.619], [-2.608, -14.908, -18.791], [-1.843, -15.577, -17.669], [-3.916, -11.561, -13.936], [-4.086, -11.218, -14.813], [-3.584, -12.447, -14.086]], "lowdin_charge": [-0.131, -0.149, 0.075, 0.070, 0.076, 0.060, -0.175, -0.124, 0.072, 0.074, 0.079, 0.073, -0.132, -0.134, 0.068, 0.068, 0.071, 0.059, -0.140, -0.130, 0.071, 0.070, 0.069, 0.061, -0.057, 0.029, 0.027, -0.053, 0.026, 0.027, -0.054, 0.028, 0.026], "smiles": "CO.CO.CO.CO.O.O.O", "mol_weight_da": 182.2, "relative_energy_kj_mol": 378.0, "orbital_gap_ev": 10.3, "homo_ev": -10.09}


Entry 5:
{"formula": "C51H37Cl3CsF6GeN11O2", "method": "ωB97M-V with the def2-TZVPD basis set", "symbols": ["Cs", "C", "N", "C", "N", "C", "N", "C", "C", "C", "C", "C", "C", "C", "N", "N", "C", "O", "C", "C", "C", "C", "C", "C", "N", "C", "N", "C", "N", "C", "H", "H", "H", "H", "H", "H", "H", "H", "H", "H", "H", "H", "H", "H", "H", "H", "C", "C", "C", "C", "C", "C", "C", "C", "C", "C", "C", "C", "C", "C", "C", "N", "H", "H", "H", "H", "H", "H", "H", "H", "H", "H", "C", "C", "N", "C", "C", "C", "C", "C", "C", "C", "C", "C", "N", "C", "H", "H", "H", "H", "H", "H", "H", "H", "Cl", "Ge", "Cl", "Cl", "C", "C", "O", "C", "F", "F", "F", "C", "F", "F", "F", "H", "H", "H"], "xyz": [[-0.141, 0.677, 0.048], [3.948, 0.927, 4.873], [3.544, 0.287, 3.636], [2.412, 0.436, 2.934], [2.470, -0.266, 1.825], [3.695, -0.846, 1.893], [4.386, -0.535, 2.971], [4.517, 2.307, 4.646], [5.890, 2.510, 4.604], [6.407, 3.777, 4.365], [5.558, 4.850, 4.164], [4.180, 4.652, 4.201], [3.665, 3.384, 4.442], [3.286, 5.786, 3.984], [3.587, 7.029, 3.825], [2.387, 7.704, 3.651], [1.457, 6.816, 3.718], [1.949, 5.571, 3.934], [0.013, 6.993, 3.585], [-0.500, 8.243, 3.258], [-1.867, 8.395, 3.104], [-2.715, 7.309, 3.264], [-2.207, 6.058, 3.594], [-3.152, 4.886, 3.754], [-2.477, 3.609, 3.661], [-1.774, 3.121, 2.630], [-1.158, 2.015, 2.983], [-1.534, 1.861, 4.277], [-2.320, 2.811, 4.740], [-0.839, 5.908, 3.761], [4.690, 0.275, 5.328], [3.078, 0.975, 5.529], [1.578, 1.046, 3.252], [4.069, -1.517, 1.135], [6.557, 1.668, 4.745], [7.478, 3.924, 4.328], [5.942, 5.843, 3.972], [2.591, 3.240, 4.464], [0.179, 9.073, 3.112], [-2.274, 9.361, 2.836], [-3.782, 7.431, 3.114], [-3.934, 4.935, 2.994], [-3.632, 4.901, 4.732], [-1.711, 3.607, 1.668], [-1.231, 1.026, 4.888], [-0.419, 4.942, 4.008], [2.879, 0.594, -3.572], [4.077, -0.065, -3.298], [4.090, -1.220, -2.550], [2.896, -1.772, -2.045], [1.699, -1.102, -2.336], [1.692, 0.068, -3.093], [2.843, -2.969, -1.246], [3.935, -3.846, -1.177], [3.866, -4.992, -0.442], [2.690, -5.233, 0.336], [2.600, -6.332, 1.196], [1.504, -6.528, 2.012], [0.486, -5.581, 1.992], [0.549, -4.488, 1.146], [1.616, -4.296, 0.251], [1.646, -3.218, -0.621], [2.869, 1.518, -4.135], [5.012, 0.341, -3.666], [5.038, -1.692, -2.331], [0.763, 0.581, -3.298], [4.825, -3.627, -1.749], [4.690, -5.694, -0.406], [3.431, -7.030, 1.219], [1.449, -7.389, 2.668], [-0.369, -5.692, 2.648], [-0.232, -3.753, 1.172], [-1.534, -2.755, 4.248], [-0.962, -1.794, 3.398], [-1.624, -1.177, 2.448], [-2.920, -1.495, 2.262], [-3.584, -2.451, 3.047], [-2.852, -3.079, 4.070], [-4.954, -2.783, 2.773], [-5.609, -2.215, 1.740], [-4.959, -1.251, 0.898], [-5.584, -0.695, -0.232], [-4.904, 0.205, -1.007], [-3.604, 0.568, -0.617], [-2.999, 0.064, 0.432], [-3.639, -0.861, 1.170], [-0.929, -3.236, 5.005], [0.089, -1.538, 3.493], [-3.334, -3.825, 4.690], [-5.443, -3.518, 3.401], [-6.634, -2.487, 1.521], [-6.593, -1.000, -0.484], [-5.340, 0.630, -1.900], [-3.041, 1.300, -1.191], [0.150, -3.860, -3.356], [0.088, -2.145, -2.007], [-1.380, -0.844, -3.113], [-1.466, -2.689, -0.582], [-1.802, 4.275, -1.732], [-0.301, 3.919, -1.662], [-0.059, 2.682, -1.218], [0.383, 4.951, -0.719], [1.669, 4.684, -0.485], [0.317, 6.234, -1.145], [-0.231, 4.941, 0.499], [0.276, 4.103, -3.095], [-0.037, 5.291, -3.671], [1.613, 4.002, -3.135], [-0.217, 3.154, -3.908], [-2.239, 4.105, -0.748], [-2.273, 3.594, -2.441], [-1.989, 5.304, -2.040]], "lowdin_charge": [1.105, -0.085, -0.132, -0.172, 0.056, -0.189, 0.110, -0.191, -0.026, -0.060, -0.016, -0.131, 0.034, -0.289, 0.120, 0.121, -0.287, 0.135, -0.128, -0.014, -0.062, -0.036, -0.185, -0.075, -0.147, -0.152, 0.070, -0.224, 0.108, 0.037, 0.123, 0.130, 0.114, 0.108, 0.115, 0.106, 0.115, 0.123, 0.115, 0.105, 0.114, 0.131, 0.132, 0.124, 0.100, 0.124, -0.084, -0.090, -0.041, -0.214, -0.333, -0.146, -0.304, -0.046, -0.051, -0.174, -0.069, -0.126, -0.114, -0.068, -0.203, 0.001, 0.097, 0.097, 0.095, 0.046, 0.096, 0.096, 0.100, 0.086, 0.088, 0.012, -0.049, -0.139, 0.105, -0.181, -0.148, -0.017, -0.030, -0.028, -0.149, -0.013, -0.036, -0.163, 0.005, -0.195, 0.104, 0.103, 0.114, 0.110, 0.111, 0.114, 0.107, 0.092, 0.155, -0.090, 0.114, 0.263, 0.005, -0.543, -0.591, -0.539, 0.155, 0.131, 0.098, -0.551, 0.118, 0.147, 0.140, 0.072, 0.089, 0.086], "total_charge": -1, "mol_weight_da": 1261.8, "multiplicity": 2, "relative_energy_kj_mol": 96.0, "orbital_gap_ev": [3.7, 6.6], "homo_ev": [-2.27, -5.17]}


Entry 6:
{"formula": "C18H15N3O12SV2", "method": "ωB97M-V with the def2-TZVPD basis set", "symbols": ["O", "V", "O", "V", "S", "O", "O", "O", "O", "C", "C", "C", "C", "C", "C", "N", "O", "O", "H", "H", "H", "H", "H", "C", "C", "C", "C", "C", "C", "N", "O", "O", "H", "H", "H", "H", "H", "C", "C", "C", "C", "C", "C", "N", "O", "O", "H", "H", "H", "H", "H"], "xyz": [[-1.519, -1.429, 2.928], [-1.599, -0.144, 2.039], [-0.346, -2.593, -2.972], [0.940, -2.492, -2.069], [-0.328, -0.975, -0.206], [-0.289, -2.423, -0.373], [0.232, -0.551, 1.103], [0.458, -0.543, -1.334], [-1.688, -0.468, -0.011], [-3.205, -3.325, -2.124], [-3.780, -2.436, -3.079], [-3.993, -2.860, -4.345], [-3.722, -4.166, -4.764], [-3.154, -5.039, -3.837], [-2.870, -4.599, -2.559], [-4.178, -4.643, -6.056], [-4.645, -3.825, -6.817], [-4.055, -5.826, -6.286], [-3.088, -2.877, -1.148], [-3.948, -1.417, -2.756], [-4.450, -2.180, -5.059], [-3.068, -6.045, -4.234], [-2.463, -5.260, -1.800], [-1.235, 3.487, -0.808], [0.116, 3.067, -0.635], [1.118, 3.946, -0.965], [0.837, 5.223, -1.436], [-0.470, 5.639, -1.530], [-1.515, 4.754, -1.283], [1.915, 6.114, -1.843], [3.045, 5.796, -1.552], [1.613, 7.113, -2.455], [-2.116, 2.908, -0.548], [0.369, 2.034, -0.434], [2.143, 3.595, -0.970], [-0.627, 6.679, -1.793], [-2.545, 5.056, -1.408], [1.903, 0.518, 5.305], [2.477, 0.272, 4.071], [3.832, -0.053, 4.042], [4.565, -0.075, 5.218], [3.982, 0.146, 6.472], [2.637, 0.458, 6.479], [5.962, -0.499, 5.150], [6.355, -1.229, 6.030], [6.621, -0.109, 4.213], [0.822, 0.602, 5.370], [1.933, 0.293, 3.136], [4.350, -0.391, 3.154], [4.573, 0.162, 7.375], [2.100, 0.614, 7.405]], "lowdin_charge": [-0.099, 1.393, -0.090, 1.421, 0.354, -0.293, -0.309, -0.259, -0.293, -0.086, -0.068, -0.004, -0.119, 0.017, -0.085, -0.351, 0.115, 0.110, 0.088, 0.109, 0.131, 0.130, 0.113, -0.084, -0.080, -0.009, -0.135, 0.024, -0.053, -0.354, 0.102, 0.113, 0.087, 0.064, 0.124, 0.134, 0.117, -0.097, -0.084, -0.007, -0.136, 0.030, -0.058, -0.369, 0.113, 0.099, 0.093, 0.073, 0.119, 0.132, 0.118], "total_charge": 2, "mol_weight_da": 599.3, "multiplicity": 3, "orbital_gap_ev": [3.2, 3.7], "homo_ev": [-14.05, -14.05]}


The calculation returns the following E values, one per record and in order: -270.47607 -1653.64586 -227.97917 -692.14734 -6795.60621 -4047.20088 hartree.